Entry 1:
# C25H33BrF9N2O6PS

A 4-piece molecular cluster, C25H33BrF9N2O6PS overall at a distorted geometry (the ωB97M-V functional and the def2-TZVPD basis, OMol25).

The geometry in ORCA input format:
```
! wB97M-V def2-TZVPD RIJCOSX def2/J DEFGRID3
* xyz 0 1
H -0.1103 -2.7010 4.5064
H -5.8393 -2.8219 1.0147
C 1.8952 -2.5853 5.6368
F 2.5299 -0.8336 -7.3947
H 0.8622 2.8004 3.6128
F -3.1587 0.2366 -1.5835
H 0.9703 -2.5847 -5.3932
H 1.9206 4.0336 -9.7541
C 1.4736 3.4187 4.3764
O -4.8451 -1.7556 4.5371
C 2.2758 0.4385 -7.0163
H -0.1718 4.9167 4.0388
C -1.1388 -0.7114 -2.4667
O -6.7606 -2.2269 3.4331
H -4.4859 -2.1572 1.9155
H -0.9747 -3.1945 1.0540
H -1.9446 -1.6355 0.9450
O 1.9174 1.4541 -9.1222
H 2.1869 -1.7515 6.3875
H 3.5316 3.2652 5.2617
H -7.3246 -1.0077 1.9000
H 3.4390 4.1367 3.5987
N 5.8743 2.7774 2.4737
H -5.9992 -0.3646 2.8602
F -5.4572 -3.7727 6.3393
H 0.4151 3.7300 -8.9016
H 0.2399 -0.9840 -5.6336
H -5.2179 -1.2050 0.6115
F 3.4715 1.0619 -6.9554
H -0.2295 -0.2388 2.1840
C -1.1768 -2.2058 1.6039
C -1.8791 0.5057 -1.9099
Br 0.8740 2.7083 6.1725
H 0.8720 -2.2318 -2.8955
C 2.5481 0.6869 3.4462
C 4.8478 1.7395 2.6231
F -1.9199 1.5317 -2.7863
H 2.8542 -3.0334 5.2020
C 0.3075 -1.8345 -4.9553
H 0.1235 1.5740 -10.1916
H 0.3819 4.0437 -10.6461
C 2.8944 -0.6630 2.6593
C 0.9406 3.5567 -9.8436
H 1.5636 0.7608 4.0331
C 1.0932 2.0742 -10.1212
C 5.2176 0.3954 1.8331
C -6.4009 -1.2795 2.4161
O -1.5017 -1.8600 -2.3639
P 1.5334 -2.0150 2.7605
H 1.1778 5.6201 5.0713
C 3.0651 3.2356 4.2120
C -6.4081 -3.3614 5.4791
H 4.4301 -1.8129 1.2831
H 1.5996 1.9305 -11.0785
C 4.2088 -0.8378 1.8579
O 0.0083 -0.3340 -3.0700
C 3.5009 1.9041 3.4426
O 0.1351 1.3344 -7.7374
N 6.5090 0.4712 1.1422
H 1.3947 5.3902 3.1934
F -7.4004 -2.8323 6.2281
C 1.3001 1.1296 -7.9659
C 0.1044 -1.2411 1.7312
H -1.6905 -2.3410 2.6205
H 0.5057 -1.0080 4.8711
C 0.8192 -1.3953 -3.5979
C 0.8506 -2.0583 4.5280
C 0.9751 4.9495 4.1690
H 1.3238 -3.3648 6.2768
H -0.6957 -2.2612 -4.8802
C -5.4296 -1.8971 1.4300
F -1.2940 0.9846 -0.7884
F 1.8158 0.3759 -5.7506
S 7.0617 2.0544 1.4589
C -5.8819 -2.3633 4.4500
F -6.9133 -4.4762 4.9084
H 0.5790 -0.9909 0.7118
H 1.8307 -0.9961 -3.6989
*
```

The calculation puts the gap between HOMO and LUMO at 7.19 eV. The highest occupied orbital energy comes out at -8.338 eV. The strongest force on any atom comes out at 0.1078 Eh/bohr. As for the SMILES: CCP(CC)c1cc(C[C@H](C)Br)c2nsnc2c1.CCOC(=O)C(F)(F)F.CCOC(=O)C(F)(F)F.CCOC(=O)C(F)(F)F.

***

Entry 2:
# C47H40N3P2S2Tc

C47H40N3P2S2Tc as an isolated structure at a distorted geometry (the ωB97M-V functional and the def2-TZVPD basis, OMol25).

The geometry in ORCA input format:
```
! wB97M-V def2-TZVPD RIJCOSX def2/J DEFGRID3
* xyz 0 1
C 1.7802 4.4998 -3.0937
C 4.0405 1.3295 2.8126
H 3.7325 2.3546 2.9769
C -2.6150 -0.8565 1.2575
C -2.0852 1.3301 -4.6831
H 1.1943 2.8691 3.4977
C -1.9692 -1.9526 1.8368
C 3.0992 0.3569 2.4917
C 1.6185 -4.8078 -1.1281
H 2.7855 -1.7099 1.9907
H 3.0117 -5.6091 -2.5597
H -1.0558 -2.3215 1.3842
H 0.0876 1.1267 -6.4602
H 6.8456 -0.5846 2.8113
H 1.3164 0.8984 -5.2026
C 0.8378 -0.2191 6.3075
P -1.8719 -0.1613 -0.2499
H -3.3388 3.8582 1.3676
H -1.4050 0.3888 3.2165
H -0.7303 3.7348 -3.8862
H -1.9582 -3.3915 3.4295
N 1.8333 5.1936 -4.0129
C -3.3580 -3.2031 -3.3670
C -1.5884 -1.8230 -2.4933
H -0.0134 -0.2655 -5.3547
H -3.7070 -3.9441 -4.0774
C 3.1958 2.0612 -3.0602
H -3.7532 1.4374 -0.3415
C 1.6949 3.6677 -1.8844
C -3.7804 -1.7612 -1.4868
C 2.4389 2.4436 -1.8770
H 0.7480 3.3234 -4.7758
H 1.8739 3.0239 1.8641
C 3.0913 -3.4622 -2.4979
C 0.2552 0.7942 -5.4290
C 1.1077 2.5373 2.4679
H -2.2972 0.2722 -4.5103
C 2.6116 -4.7078 -2.1035
C 1.4213 0.0176 5.0670
C -2.6746 1.4750 -0.4647
Tc 0.4047 0.4100 0.0404
C -1.2614 3.6674 2.2357
C 1.5974 -2.4103 -0.9250
H -4.4610 -1.3793 -0.7329
C -0.0408 0.9174 -1.9109
C -2.0413 -2.7647 -3.4119
H 0.3240 -3.7230 0.2063
S 2.5669 1.3598 -0.6269
H -0.5693 -1.4628 -2.5289
H 2.9419 -1.3236 -2.2035
C -4.2310 -2.6917 -2.4128
C -2.4549 -1.3226 -1.5205
C -0.3245 3.1273 -4.6997
C -2.4743 -2.5468 2.9824
H 6.1154 1.7507 3.1793
C 5.3871 0.9879 2.9284
C 5.7951 -0.3234 2.7222
H -1.3615 -3.1526 -4.1639
N -0.6981 1.9644 0.8776
C -0.2406 1.2758 -3.0607
C 1.0756 -1.1750 -0.4059
C 1.1129 -3.6629 -0.5387
N 3.7738 1.7065 -3.9957
H -0.7954 3.4490 -5.6369
H -5.2640 -3.0252 -2.3880
C -1.3484 -0.0423 5.3206
H -1.2155 4.4533 2.9841
H -2.4290 -0.0606 5.4141
C -3.7711 -0.3593 1.8472
H -2.7055 1.9227 -4.0038
P 1.3266 0.7116 2.3229
C 3.5178 -0.9557 2.2653
H -4.2837 0.4958 1.4242
H 1.4692 -0.3646 7.1784
C -0.5464 -0.2535 6.4348
H -0.9983 -0.4391 7.4035
H 1.2393 -5.7802 -0.8368
H 5.1795 -2.3197 2.2057
H 2.5011 0.0399 4.9799
H -2.3686 1.5819 -5.7133
C -3.6325 -2.0467 3.5659
S 0.7822 4.2389 -0.6611
C -0.7706 0.2023 4.0785
H 3.8460 -3.3858 -3.2744
C 4.8608 -1.2970 2.3833
C 0.6177 0.2304 3.9423
C -0.2542 2.7954 1.9155
C -4.2789 -0.9556 2.9992
C 2.5906 -2.3096 -1.9071
C -0.5922 1.6340 -4.4613
H -5.1844 -0.5645 3.4516
C -2.3783 3.3553 1.3813
C -1.9961 2.3143 0.5782
H -2.4440 1.7989 -1.4734
H -4.0297 -2.5062 4.4653
*
```

The calculation puts the gap between HOMO and LUMO (spin up / spin down) at 5.31 / 5.31 eV. The highest occupied orbital energy (spin up / spin down) comes out at -7.525 / -7.524 eV. The strongest force on any atom comes out at 0.0373 Eh/bohr. For the energy relative to the best compared isomer or geometry (same formula, charge and spin), the calculation gives 60.4 kcal/mol.

***

Entry 3:
# C4H6N2O

One molecule with the formula C4H6N2O at a distorted geometry (the ωB97M-V functional and the def2-TZVPD basis, OMol25).

The geometry in ORCA input format:
```
! wB97M-V def2-TZVPD RIJCOSX def2/J DEFGRID3
* xyz 0 1
H 0.7381 -0.0379 1.2978
H 2.8188 -0.0991 1.1423
N -2.0413 -0.6167 -0.1516
O 1.3451 -0.3151 -0.4783
H -0.4324 2.2653 0.4290
C -0.8898 -1.1656 0.2119
H 2.4841 1.2358 -0.0955
H 3.4385 -0.4050 -0.5000
C 2.5850 0.1173 -0.0358
H -0.7055 -2.2682 0.2315
C 0.2502 -0.0817 0.3567
N -1.8395 0.8721 -0.2041
C -0.6014 1.1371 0.1024
*
```

The calculation puts the gap between HOMO and LUMO at 10.10 eV. The highest occupied orbital energy comes out at -10.182 eV. The strongest force on any atom comes out at 0.0705 Eh/bohr. For the energy relative to the best compared isomer or geometry (same formula, charge and spin), the calculation gives 99.4 kcal/mol. As for the SMILES: COC1C=NN=C1.

***

Entry 4:
# C3H9PS3

One molecule with the formula C3H9PS3 at a distorted geometry (the ωB97M-V functional and the def2-TZVPD basis, OMol25).

The geometry in ORCA input format:
```
! wB97M-V def2-TZVPD RIJCOSX def2/J DEFGRID3
* xyz 0 1
H -0.4635 1.2930 2.4379
C -0.6363 2.0788 1.8380
S -0.1211 1.5858 0.1367
H 1.6176 -2.1059 0.1381
H -2.1876 0.8435 -1.4188
S -2.5430 -0.3538 -0.8857
H 2.1987 -0.5262 -0.4876
H 2.3764 -1.9320 -1.3029
C 0.5178 -0.9843 -1.4684
S -0.6337 -1.5165 1.6783
P -0.6495 -0.4253 0.0667
H -1.5805 2.4744 1.6795
C 1.7521 -1.3990 -0.7507
H 0.4001 -0.0164 -2.0837
H -0.0838 -1.7678 -1.7868
H 0.0363 2.7516 2.2095
*
```

The calculation puts the gap between HOMO and LUMO at 9.41 eV. The highest occupied orbital energy comes out at -8.974 eV. The strongest force on any atom comes out at 0.0912 Eh/bohr. For the energy relative to the best compared isomer or geometry (same formula, charge and spin), the calculation gives 30.9 kcal/mol. As for the SMILES: CC[P@](=S)(S)SC.

***

Entry 5:
# C22H41BrIrNOP3

C22H41BrIrNOP3 as an isolated structure at a distorted geometry (the ωB97M-V functional and the def2-TZVPD basis, OMol25).

The geometry in ORCA input format:
```
! wB97M-V def2-TZVPD RIJCOSX def2/J DEFGRID3
* xyz 3 5
H 1.0185 4.8051 0.4950
H 1.9331 4.5444 -1.3957
C -2.9285 3.7209 -2.1916
H 2.3988 3.7075 -2.8830
H 1.9458 0.0375 -2.3864
H -2.0256 -0.9201 -4.8528
C 1.8756 -0.2386 1.6036
N 1.4806 -0.6563 0.3881
H 1.6736 3.8808 1.8943
H -4.2143 -0.3816 1.6162
C -3.5220 4.8548 -2.7509
H -4.1448 5.4844 -2.1234
C -1.8428 3.2135 -4.3012
H -2.0173 -1.3384 2.8253
C -1.9298 -1.3435 -3.8436
H -3.0163 3.7045 1.0123
C 1.6111 1.0240 -2.7204
H 4.0191 -2.7271 2.4387
H 3.8162 2.5094 -0.9445
H 1.4731 0.7070 1.9900
C 1.9831 -1.7816 -0.1135
H 0.6508 0.9060 -3.2381
H 3.2984 0.9202 -0.3518
H -1.6832 -2.4259 0.1312
H -2.0127 5.1093 0.4620
C -1.9519 2.9638 -2.8955
O -1.1187 2.1518 -2.2745
C -2.4547 -1.6753 -0.1065
H 2.9530 2.3727 0.6054
H -3.5112 1.1751 2.1563
C 2.7847 -0.9884 2.3811
H -1.1996 2.5471 -4.8790
H -3.1109 3.4093 -1.1633
H 0.6934 4.0678 -2.5785
C -3.6151 0.4883 1.3046
H -1.6405 1.9799 3.2798
C 3.3115 -2.1651 1.8546
H 2.3466 1.4432 -3.4221
P -0.6656 3.3473 1.4906
C 1.6300 3.7683 -2.1017
C 2.9114 -2.5695 0.5780
C -0.8875 -2.0689 -3.4381
C -2.5181 4.2857 -4.8917
C -2.1673 4.3644 1.2639
H -2.7065 -1.0545 -3.1216
H -0.4835 -1.5320 1.9097
H -1.1066 1.5700 1.4062
H 3.2848 -3.4675 0.1045
P -1.9650 -0.0896 0.7286
H -2.4170 4.4730 -5.9663
H -4.1359 0.9808 0.4724
Ir -0.8392 1.7582 -0.1859
C 0.8018 4.4287 1.5072
H 0.6240 5.2955 2.1659
Br 3.2611 -0.3598 4.1192
H -2.5403 -1.5725 -1.1985
H -0.1430 -2.3793 -4.1671
H -0.7892 -0.0389 2.8614
P 1.4055 2.1395 -1.2626
H -2.4111 4.9062 2.1879
C 3.0212 1.9738 -0.4097
H -3.8233 5.9957 -4.5563
C -3.3152 5.1324 -4.1078
H -3.4185 -2.0231 0.3148
C -1.2411 -0.8203 2.2473
H -0.9304 3.4420 3.9506
H 1.6268 -2.0617 -1.1075
H -0.7712 -2.5337 -2.4655
C -0.7870 2.6590 3.2144
H 0.1134 2.0850 3.4501
*
```

As for the expectation value of S²: 6.030. The calculation puts the gap between HOMO and LUMO (spin up / spin down) at 7.96 / 3.72 eV. The highest occupied orbital energy (spin up / spin down) comes out at -16.499 / -16.636 eV. The strongest force on any atom comes out at 0.0667 Eh/bohr. For the energy relative to the best compared isomer or geometry (same formula, charge and spin), the calculation gives 25.3 kcal/mol.

***

> What is the strongest force on any atom in the third record?

0.0705 Eh/bohr

***

> Which of these has the lowest strongest force on any atom?

C47H40N3P2S2Tc

***

> Which of these has the highest strongest force on any atom?

C25H33BrF9N2O6PS